Entry 1:
Here is a cluster of 3 separate species, C2H6N3S2 in total in a non-equilibrium geometry from the Open Molecules 2025 dataset. Energies are from ωB97M-V/def2-TZVPD.

Positions of all 13 atoms, in Å:
C1 -1.2468 -2.2328 0.0085
C2 -1.4968 0.1782 -0.0239
N1 -0.0978 -1.5994 -0.1767
N2 -0.3002 -0.2959 -0.1386
N3 2.1106 0.4976 0.1673
S1 -2.5865 -1.1269 0.1544
S2 -2.0313 2.9417 0.2544
H1 -1.3647 -3.2922 -0.1462
H2 2.4640 1.2964 -0.1852
H3 0.7454 0.3318 -0.2062
H4 2.2283 0.3422 1.1653
H5 2.4668 -0.2511 -0.4698
H6 -0.8910 3.2104 -0.4035

Forces on the atoms, in the same order (eV/Å):
C 0.6015 1.6160 -0.8344
C -0.6966 1.3084 0.5994
N -1.4295 -2.0443 0.4204
N 1.0407 2.8239 -0.7152
N -1.7370 -3.7715 -0.7476
S 0.0724 -0.0801 -0.0171
S 0.4666 -2.9335 -0.2395
H 0.0366 -0.1258 0.3746
H 1.6918 3.5738 -0.7638
H -0.4148 -0.7294 1.0095
H 0.3845 -0.0209 -0.4387
H -0.0359 0.4311 1.4137
H 0.0197 -0.0475 -0.0614

For the total energy, the calculation gives -28300.92635 eV. The charge is +1. For the energy relative to the best compared isomer or geometry (same formula, charge and spin), the calculation gives 452.3 kJ/mol. The gap between HOMO and LUMO (alpha / beta) is 7.067 / 7.056 eV. The value obtained for the HOMO energy (alpha / beta) is -0.5272 / -0.5265 Eh. Its LUMO energy (alpha / beta) is -7.28 / -7.27 eV.

Entry 2:
Here is the molecule C6H5BCl2O in a non-equilibrium geometry from the Open Molecules 2025 dataset. Energies are from ωB97M-V/def2-TZVPD.

Positions of all 15 atoms, in Å:
B1 -1.6181 -0.8526 0.4144
C1 1.1837 0.1349 -0.3776
C2 0.0377 0.2824 -1.1794
C3 1.4174 -0.7191 0.6571
C4 -1.2203 0.4537 -0.6344
C5 0.6506 -1.7885 1.2215
C6 -0.6945 -1.9293 1.1068
O1 -0.9897 0.4889 0.8967
Cl1 1.6334 -2.8277 2.1609
Cl2 -1.4691 -3.3781 1.5503
H1 -2.8381 -0.8643 0.4381
H2 2.0548 0.8128 -0.7656
H3 0.3369 0.4199 -2.2370
H4 2.4419 -0.7482 1.2296
H5 -1.6262 1.0972 1.2258

Forces on the atoms, in the same order (eV/Å):
B -1.3139 0.5991 1.0587
C 3.1660 1.0702 0.0131
C -0.2565 0.4700 0.1954
C 2.3882 0.5114 1.0159
C 1.0638 -0.4503 -1.1869
C -1.0303 0.6577 -0.1076
C 0.1550 0.1519 -1.8067
O 0.6522 -0.5974 -0.3500
Cl 0.0345 -0.8614 0.3913
Cl -0.2115 -0.5565 0.4294
H 0.7811 -0.5389 0.3744
H -1.2720 -1.5368 1.0541
H -1.1865 -0.3902 0.3652
H -1.7448 0.6667 -1.7927
H -1.2253 0.8045 0.3464

For the total energy, the calculation gives -34067.15177 eV. The charge is 0. For the energy relative to the best compared isomer or geometry (same formula, charge and spin), the calculation gives 26.0 kJ/mol. The gap between HOMO and LUMO (alpha / beta) is 8.548 / 8.549 eV. The value obtained for the HOMO energy (alpha / beta) is -0.3310 / -0.3310 Eh. Its LUMO energy (alpha / beta) is -0.46 / -0.46 eV.

Entry 3:
Here is a structure of composition C5H10O2 in a non-equilibrium geometry from the Open Molecules 2025 dataset. Energies are from ωB97M-V/def2-TZVPD.

Positions of all 17 atoms, in Å:
C1 0.1573 0.3269 2.1705
C2 0.0173 -0.6497 0.9625
O1 -1.2821 -1.1686 0.9353
C3 0.5649 0.0278 -0.2674
C4 -0.0347 -0.3659 -1.6173
C5 -0.2560 1.1467 -1.7687
O2 0.2394 1.4092 -0.4496
H1 -0.2995 -0.0572 3.0875
H2 1.2080 0.5637 2.3448
H3 -0.3293 1.3022 1.9562
H4 0.5911 -1.7692 0.6454
H5 -0.9984 -1.9521 0.4423
H6 1.6506 -0.1247 -0.1720
H7 0.6535 -0.8392 -2.3174
H8 -0.9552 -0.9514 -1.5429
H9 -1.2942 1.4758 -1.8776
H10 0.3673 1.6258 -2.5318

Forces on the atoms, in the same order (eV/Å):
C 0.3450 -0.6251 -0.1627
C 1.4585 -1.2766 -0.2793
O -0.3828 -0.2835 -0.7749
C 0.1701 -0.0522 0.0117
C 0.0042 -0.0829 -0.1579
C -0.1543 0.1266 -0.4019
O -0.1200 0.1568 0.0212
H 0.2147 -0.1879 -0.2396
H 0.0065 -0.0941 0.1147
H 0.1244 -0.7981 -0.3447
H 0.2142 2.8082 2.3142
H -1.8940 -0.1593 0.1481
H -0.0582 0.2932 -0.2431
H -0.1003 0.1157 -0.0089
H 0.1444 0.1470 -0.0268
H 0.1181 -0.0538 -0.0380
H -0.0906 -0.0340 0.0678

For the total energy, the calculation gives -9439.44266 eV. The charge is 0. For the energy relative to the best compared isomer or geometry (same formula, charge and spin), the calculation gives 347.4 kJ/mol. The gap between HOMO and LUMO is 10.266 eV. The value obtained for the HOMO energy is -0.3480 Eh. Its LUMO energy is 0.80 eV.

Entry 4:
Here is the molecule C4H9NO from the Open Molecules 2025 dataset. Energies are from ωB97M-V/def2-TZVPD.

Positions of all 15 atoms, in Å:
C1 -1.0489 0.7610 -1.5717
C2 -0.7789 0.8771 -0.0725
C3 0.1335 -0.2117 0.4206
C4 1.3698 0.1412 1.1883
N1 -0.2083 -1.4017 0.1527
O1 0.6502 -2.4054 0.6191
H1 -1.7330 1.5426 -1.8935
H2 -0.1219 0.8587 -2.1325
H3 -1.4863 -0.2076 -1.7936
H4 -1.7279 0.8069 0.4649
H5 -0.3361 1.8489 0.1500
H6 1.3246 -0.3202 2.1749
H7 1.4935 1.2145 1.2929
H8 2.2378 -0.2814 0.6821
H9 0.2320 -3.2228 0.3182

Forces on the atoms, in the same order (eV/Å):
C -0.0354 0.0852 0.1523
C -0.2458 -0.0691 -0.2775
C 0.5082 -0.1902 0.3507
C 0.0644 -0.3131 0.0264
N -0.6662 -0.4168 -0.4309
O 0.2604 0.4372 0.1893
H -0.0583 0.0594 -0.0884
H 0.0589 -0.0091 -0.0979
H -0.0253 -0.0505 -0.0688
H 0.0363 0.1021 0.0585
H -0.0407 -0.0486 0.0713
H 0.0860 0.0220 0.0680
H -0.0165 0.0291 -0.0060
H 0.0998 0.0210 0.0506
H -0.0256 0.3413 0.0025

For the total energy, the calculation gives -7830.04133 eV. The charge is 0. For the energy relative to the best compared isomer or geometry (same formula, charge and spin), the calculation gives 219.9 kJ/mol. The gap between HOMO and LUMO is 10.495 eV. The value obtained for the HOMO energy is -0.3464 Eh. Its LUMO energy is 1.07 eV. The SMILES is CC/C(C)=N/O.

Entry 5:
Here is a cluster of 2 separate species, C2H6N2O3 in total in a non-equilibrium geometry from the Open Molecules 2025 dataset. Energies are from ωB97M-V/def2-TZVPD.

Positions of all 13 atoms, in Å:
O1 -3.9238 -0.2144 -0.1891
N1 -2.7722 -0.0828 0.0760
O2 -2.0059 -0.9522 0.4755
O3 -2.2264 1.1485 -0.0949
H1 -1.2687 1.1667 0.0549
H2 0.8522 1.5320 0.3419
N2 0.2191 0.7672 0.3201
C1 0.7467 -0.3360 0.0909
C2 2.2624 -0.4491 -0.1689
H3 0.1456 -1.2655 0.1000
H4 2.5971 0.5620 -0.5101
H5 2.9587 -0.7462 0.5644
H6 2.4152 -1.1302 -1.0607

Forces on the atoms, in the same order (eV/Å):
O -0.2590 0.4157 -0.0536
N 1.8069 -0.4736 0.3320
O -0.7249 0.2621 -0.1417
O -3.8208 0.7896 -0.8850
H 1.7469 -1.3315 0.8307
H 0.9614 0.7028 -0.0730
N -1.1955 0.5976 0.1130
C 2.3443 -1.7260 0.4423
C -0.9814 0.7423 -2.9891
H 0.2302 0.7480 -0.1441
H -0.1605 -0.7087 0.2313
H 0.1939 -0.6339 1.3694
H -0.1413 0.6156 0.9679

For the total energy, the calculation gives -11289.50417 eV. The charge is 0. For the energy relative to the best compared isomer or geometry (same formula, charge and spin), the calculation gives 561.8 kJ/mol. The gap between HOMO and LUMO is 11.509 eV. The value obtained for the HOMO energy is -0.3951 Eh. Its LUMO energy is 0.76 eV. The SMILES is O=[N+]([O-])O.[H]/N=C\C.

Entry 6:
Here is a structure of composition C25H25BCo2O8S2 in a non-equilibrium geometry from the Open Molecules 2025 dataset. Energies are from ωB97M-V/def2-TZVPD.

Positions of all 63 atoms, in Å:
C1 5.6696 0.6654 0.7465
C2 4.2420 0.4991 1.2473
C3 3.8534 -0.1862 2.4128
C4 2.4970 0.1641 2.7987
C5 1.8689 1.2039 2.0648
B1 1.1857 -3.4768 1.2082
C6 -0.2626 -3.0198 1.3743
C7 -1.0918 -3.2793 2.4586
C8 -2.4770 -3.3234 2.1087
C9 -2.7235 -2.9806 0.7865
C10 -3.9499 -3.2340 -0.0206
S1 -1.2461 -2.4651 0.0292
O1 1.8620 -3.4794 0.0114
C11 2.8792 -4.4784 0.2443
C12 2.6858 -5.5117 -0.8760
C13 4.2397 -3.7808 0.1541
C14 2.5393 -4.9914 1.7543
C15 1.4201 -6.0880 1.8369
C16 3.7191 -5.3533 2.6283
O2 1.9170 -3.8366 2.3464
S2 2.8587 1.3149 0.5573
H1 6.3633 1.0197 1.5366
H2 6.1559 -0.2294 0.3073
H3 5.7102 1.4466 -0.0326
H4 4.5856 -0.7927 2.9962
H5 2.0935 -0.2874 3.7270
H6 -0.7516 -3.5807 3.4507
H7 -3.3192 -3.6552 2.7196
H8 -4.8612 -2.9581 0.5338
H9 -3.9533 -2.6900 -0.9844
H10 -3.9610 -4.3210 -0.2236
H11 3.2946 -6.4074 -0.7022
H12 1.6333 -5.8340 -0.9588
H13 3.0013 -5.0686 -1.8349
H14 5.0555 -4.5054 0.2483
H15 4.3317 -3.2861 -0.8181
H16 4.3478 -3.0071 0.9249
H17 1.7920 -7.0890 1.5739
H18 1.0524 -6.1338 2.8813
H19 0.5415 -5.8236 1.2053
H20 4.1693 -6.2927 2.2888
H21 4.4681 -4.5537 2.6139
H22 3.3774 -5.4988 3.6612
O3 -1.5440 5.5147 0.7381
C17 -1.9040 4.4584 1.0202
Co1 -2.6524 2.9785 1.5926
C18 -2.5472 3.5678 3.2451
O4 -2.5753 4.0259 4.3040
C19 -4.0530 3.3722 0.6138
O5 -5.0151 3.7051 0.0650
C20 -1.4101 1.5285 0.3787
C21 -0.5931 1.1364 1.4035
C22 0.4198 1.4994 2.3468
Co2 -2.3097 0.4019 1.4440
C23 -2.2195 -0.5071 3.0021
O6 -2.3777 -0.9563 4.0643
C24 -3.6696 -0.0769 0.4651
O7 -4.6949 -0.2394 -0.0691
C25 -3.6525 1.3962 2.3221
O8 -4.6414 1.2808 2.9449
H23 -1.3892 1.9272 -0.6269
H24 0.2436 0.8368 3.2197
H25 0.2902 2.5856 2.5932

Forces on the atoms, in the same order (eV/Å):
C 0.2496 0.3334 -0.6140
C -0.5586 -1.1696 1.5044
C 0.0141 1.3760 -1.2267
C 0.6708 0.9014 0.3433
C 1.9835 -3.8602 -0.5510
B -0.0436 2.6939 0.8584
C -1.2070 0.8977 0.2613
C -0.2314 -0.7431 -0.6040
C -0.5190 0.2543 -1.1456
C 1.2635 -0.0331 0.7824
C -0.4349 0.0958 -0.1571
S -0.0030 -1.4795 0.3254
O -0.5321 -0.7992 0.8926
C 0.2728 -0.4073 0.1694
C 0.1784 -0.2196 0.2434
C -0.0647 -0.1377 0.0598
C -0.0901 -0.6247 -0.0063
C 0.3185 0.0482 -0.1672
C 0.2321 -0.2370 -0.1866
O -0.4463 -0.2019 -1.3947
S 0.0328 1.0632 1.2941
H -0.6648 -0.2248 -0.1638
H -0.6263 0.2231 0.2750
H -0.0789 -0.3394 0.2431
H -0.9393 0.5709 -0.4245
H -0.0488 0.5289 -0.7124
H 0.1544 0.0213 -0.4193
H 0.5162 0.0906 0.1556
H 0.2748 -0.1743 -0.2328
H 0.0354 -0.3296 0.5215
H -0.2089 0.4907 -0.0728
H -0.0135 0.1374 -0.0140
H 0.4458 0.2565 0.0886
H -0.1991 -0.1330 0.3615
H -0.0749 0.1084 0.0156
H -0.1045 -0.1182 0.0918
H -0.0998 -0.2120 -0.0972
H -0.1485 0.2974 -0.1289
H 0.3040 0.1406 -0.5155
H 0.5897 -0.2503 0.2670
H 0.0902 0.1577 0.0394
H -0.1370 -0.2425 0.0624
H 0.0157 0.0728 -0.2726
O -0.5757 -1.5946 0.3363
C 1.4744 1.8925 -0.6574
Co 0.0077 -0.8967 0.2565
C 0.0131 0.5659 2.4290
O 0.0641 -0.6991 -1.7270
C -2.9239 0.3098 -1.3890
O 1.8753 -0.5334 0.9641
C 2.7911 0.4157 0.5704
C -3.8406 1.5907 -3.1687
C 1.5564 0.3538 1.4250
Co -0.3714 -0.3927 1.9921
C -1.0731 -1.6240 2.9546
O 0.8528 1.4057 -2.9038
C -3.6654 -0.8340 -1.7702
O 2.8989 0.3708 1.1467
C -0.6423 1.3637 0.2094
O 1.0391 -0.4391 -0.5144
H 0.2617 -0.1682 0.1194
H 0.0779 1.0152 -0.0083
H 0.0129 -0.9250 -0.0135

For the total energy, the calculation gives -140309.58633 eV. The charge is 0. For the energy relative to the best compared isomer or geometry (same formula, charge and spin), the calculation gives 35.3 kJ/mol. The gap between HOMO and LUMO is 7.949 eV. The value obtained for the HOMO energy is -0.3054 Eh. Its LUMO energy is -0.36 eV.